[1]
Computed, not measured: one molecule with the formula C23H23FN2O4S in a non-equilibrium geometry, with ωB97M-V/def2-TZVPD.

Geometry as ORCA input:
```
! RIJCOSX wB97M-V def2-TZVPD def2/J DEFGRID3
* xyz 0 1
C 1.56 2.70 0.78
C 1.98 1.37 1.32
C 3.15 0.74 0.93
C 3.50 -0.51 1.41
C 2.67 -1.17 2.30
C 1.50 -0.56 2.71
C 1.17 0.70 2.24
H 0.26 1.18 2.59
H 0.85 -1.06 3.41
H 2.93 -2.15 2.65
H 4.43 -0.94 1.07
S 4.26 1.44 -0.31
O 4.40 2.86 -0.17
O 5.46 0.66 -0.33
C 3.36 1.10 -1.91
C 2.86 -0.27 -1.78
C 3.47 -1.48 -1.96
C 2.59 -2.46 -1.46
C 1.47 -1.79 -1.02
C 0.33 -2.35 -0.28
O 0.50 -3.36 0.39
N -0.88 -1.76 -0.38
C -1.25 -0.61 -1.17
C -1.63 0.55 -0.23
N -2.72 0.15 0.64
C -4.03 0.36 0.25
C -5.04 -0.60 0.43
C -6.35 -0.33 0.09
C -6.68 0.90 -0.44
C -5.71 1.88 -0.62
C -4.41 1.61 -0.27
H -3.67 2.39 -0.38
H -5.99 2.84 -1.02
F -7.96 1.17 -0.78
H -7.12 -1.07 0.22
H -4.81 -1.57 0.83
C -2.35 -1.02 1.40
C -1.96 -2.20 0.49
H -1.60 -3.05 1.07
H -2.81 -2.51 -0.13
H -3.15 -1.30 2.08
H -1.47 -0.76 2.00
H -0.77 0.81 0.38
H -1.92 1.42 -0.83
H -2.12 -0.87 -1.78
H -0.43 -0.31 -1.82
O 1.64 -0.45 -1.22
H 2.73 -3.52 -1.42
H 4.44 -1.64 -2.38
H 2.58 1.84 -2.00
H 4.11 1.20 -2.69
H 0.91 3.21 1.48
H 2.43 3.32 0.58
H 1.02 2.57 -0.16
*
```

Values from the calculation:
orbital gap: 8.314 eV
E_HOMO: -7.890 eV
SMILES: Cc1ccccc1S(=O)(=O)Cc1ccc(C(=O)N2CCN(c3ccc(F)cc3)CC2)o1
energy relative to the best compared isomer or geometry (same formula, charge and spin): 1.21 kcal/mol
max |F|: 1.18 eV/Å

Atomic partial charges in e from the natural (NBO) method, atoms 1 to 5:
1. C -0.663
2. C -0.001
3. C -0.268
4. C -0.200
5. C -0.204

=====

[2]
Computed, not measured: C23H23N2O3S2Tl as an isolated structure, with ωB97M-V/def2-TZVPD.

Geometry as ORCA input:
```
! RIJCOSX wB97M-V def2-TZVPD def2/J DEFGRID3
* xyz -2 1
Tl -1.38 0.01 -0.31
C 1.47 -1.33 1.18
N 1.48 -0.40 0.06
C 2.12 -0.95 -1.13
C 1.46 -2.22 -1.65
N 0.11 -2.01 -2.13
C -0.65 -3.26 -2.06
C -0.02 -1.37 -3.41
C 1.08 -1.20 -4.25
C 0.97 -0.59 -5.49
C -0.27 -0.13 -5.91
C -1.37 -0.27 -5.07
C -1.28 -0.86 -3.80
S -2.70 -0.86 -2.77
C 1.97 0.91 0.36
C 2.86 1.12 1.41
C 3.34 2.39 1.71
C 2.92 3.46 0.95
C 2.02 3.27 -0.09
C 1.51 2.00 -0.42
S 0.36 1.84 -1.73
H 2.47 -1.78 1.37
H 0.77 -2.14 0.98
H 1.13 -0.81 2.07
H 3.18 -1.18 -0.90
H 2.10 -0.18 -1.91
H 1.42 -2.97 -0.85
H 2.11 -2.66 -2.41
H -0.19 -4.04 -2.69
H -1.67 -3.08 -2.38
H -0.67 -3.61 -1.02
H 2.06 -1.53 -3.94
H 1.85 -0.46 -6.11
H -0.39 0.36 -6.87
H -2.33 0.12 -5.37
H 3.18 0.27 2.00
H 4.02 2.52 2.55
H 3.27 4.47 1.17
H 1.67 4.11 -0.68
O -0.62 -0.05 3.37
C -1.64 0.71 3.76
C -1.43 2.06 4.09
C -2.49 2.85 4.49
C -3.78 2.33 4.57
C -3.98 1.00 4.25
C -2.94 0.18 3.85
C -3.19 -1.28 3.49
O -4.27 -1.79 3.79
O -2.21 -1.86 2.89
H -1.11 -0.94 3.09
H -0.42 2.45 4.00
H -2.31 3.90 4.73
H -4.61 2.96 4.87
H -4.97 0.55 4.30
*
```

Values from the calculation:
orbital gap: 6.217 eV
E_HOMO: -1.436 eV
energy relative to the best compared isomer or geometry (same formula, charge and spin): 7.60 kcal/mol
max |F|: 0.20 eV/Å

Atomic partial charges in e from the Löwdin method, atoms 1 to 5:
1. Tl 0.575
2. C -0.107
3. N -0.229
4. C -0.188
5. C -0.210

=====

[3]
Computed, not measured: a 2-piece molecular cluster, C23H23N2O5S overall in a non-equilibrium geometry, with ωB97M-V/def2-TZVPD.

Geometry as ORCA input:
```
! RIJCOSX wB97M-V def2-TZVPD def2/J DEFGRID3
* xyz -1 1
C -5.33 -2.30 -2.47
O -5.23 -0.86 -2.50
C -4.02 -0.24 -2.43
C -4.03 1.18 -2.32
C -2.88 1.85 -1.96
C -1.67 1.14 -1.74
C -0.40 1.74 -1.30
N 0.70 1.21 -1.73
S 2.10 1.86 -2.43
C 3.30 0.52 -2.41
C 3.82 0.07 -1.19
C 4.81 -0.92 -1.19
C 5.33 -1.43 -2.38
C 6.40 -2.49 -2.32
C 4.84 -0.94 -3.59
C 3.84 0.04 -3.61
O 1.82 2.14 -3.82
O 2.60 2.89 -1.55
C -1.64 -0.23 -2.05
C -2.79 -0.93 -2.38
H -6.40 -2.50 -2.46
H -4.88 -2.75 -3.36
H -4.87 -2.72 -1.57
H -4.97 1.70 -2.50
H -2.88 2.94 -1.87
H -0.47 2.60 -0.62
H 3.47 0.49 -0.26
H 5.20 -1.29 -0.24
H 6.70 -2.81 -3.33
H 7.29 -2.14 -1.79
H 6.04 -3.38 -1.78
H 5.24 -1.33 -4.53
H 3.48 0.43 -4.56
H -0.68 -0.73 -2.02
H -2.74 -2.01 -2.56
C -2.98 -1.14 6.13
C -2.17 -0.26 5.22
C -0.79 -0.45 5.11
C -0.03 0.24 4.18
C -0.63 1.17 3.28
C 0.09 1.68 2.16
N 1.45 1.81 2.27
O 2.08 2.69 1.61
O 2.09 1.01 3.03
C -1.99 1.49 3.53
C -2.75 0.79 4.47
H -4.05 -0.96 6.00
H -2.79 -2.21 5.96
H -2.73 -0.94 7.18
H -0.30 -1.20 5.75
H 1.02 0.03 4.06
H -0.41 2.17 1.33
H -2.45 2.28 2.93
H -3.81 0.99 4.62
*
```

Values from the calculation:
orbital gap: 5.220 eV
E_HOMO: -3.121 eV
max |F|: 2.05 eV/Å

Atomic partial charges in e from the natural (NBO) method, atoms 1 to 5:
1. C -0.253
2. O -0.503
3. C 0.337
4. C -0.282
5. C -0.147

=====

[4]
Computed, not measured: one molecule with the formula C23H23N3O2S2 in a non-equilibrium geometry, with ωB97M-V/def2-TZVPD.

Geometry as ORCA input:
```
! RIJCOSX wB97M-V def2-TZVPD def2/J DEFGRID3
* xyz 0 1
C 0.47 5.26 4.31
C 0.87 3.85 3.99
C 0.80 3.39 2.69
C 1.17 2.08 2.36
C 1.62 1.23 3.38
C 1.70 1.70 4.69
C 1.33 2.99 5.01
C 1.42 3.48 6.42
H 2.09 4.33 6.49
H 0.45 3.79 6.78
H 1.80 2.69 7.07
H 2.05 1.04 5.47
N 1.98 -0.05 3.06
C 1.93 -0.60 1.80
O 2.25 -1.77 1.63
C 1.49 0.30 0.75
C 1.12 1.57 1.03
H 0.78 2.22 0.24
C 1.43 -0.26 -0.65
N 0.15 -0.89 -0.92
C -0.82 -0.22 -1.58
N -2.02 -0.84 -1.74
H -2.05 -1.83 -1.54
C -2.94 -0.44 -2.78
C -2.60 -1.13 -4.07
C -1.73 -0.79 -5.06
C -1.73 -1.87 -5.97
C -2.60 -2.79 -5.47
O -3.12 -2.35 -4.31
H -2.91 -3.75 -5.82
H -1.17 -1.95 -6.88
H -1.16 0.12 -5.12
H -3.95 -0.72 -2.47
H -2.87 0.64 -2.90
S -0.60 1.33 -2.12
C -0.03 -2.26 -0.47
C -0.21 -3.19 -1.63
C 0.36 -3.11 -2.86
C -0.06 -4.14 -3.73
C -0.94 -4.99 -3.15
S -1.29 -4.54 -1.53
H -1.42 -5.85 -3.57
H 0.29 -4.25 -4.75
H 1.05 -2.34 -3.15
H -0.88 -2.34 0.22
H 0.87 -2.53 0.10
H 1.57 0.54 -1.38
H 2.21 -1.01 -0.77
H 2.30 -0.67 3.80
H 0.45 4.04 1.91
H 0.14 5.78 3.42
H -0.34 5.27 5.04
H 1.31 5.81 4.75
*
```

Values from the calculation:
orbital gap: 8.259 eV
E_HOMO: -7.935 eV
SMILES: Cc1cc2cc(CN(Cc3cccs3)C(=S)NCc3ccco3)c(=O)[nH]c2cc1C
energy relative to the best compared isomer or geometry (same formula, charge and spin): 24.93 kcal/mol
max |F|: 1.04 eV/Å

Atomic partial charges in e from the natural (NBO) method, atoms 1 to 5:
1. C -0.626
2. C -0.048
3. C -0.141
4. C -0.158
5. C 0.269

=====

[5]
Computed, not measured: one molecule with the formula C23H23N5O6 in a non-equilibrium geometry, with ωB97M-V/def2-TZVPD.

Geometry as ORCA input:
```
! RIJCOSX wB97M-V def2-TZVPD def2/J DEFGRID3
* xyz 0 1
C -5.10 -1.50 -0.26
H -4.72 -0.67 -0.86
O -4.84 -2.74 -0.86
C -3.54 -3.07 -1.12
C -2.45 -2.29 -0.78
C -1.17 -2.72 -1.12
C -0.97 -3.92 -1.78
C -2.06 -4.70 -2.09
C -3.34 -4.29 -1.78
H -4.20 -4.89 -2.03
H -1.92 -5.65 -2.60
H 0.03 -4.24 -2.02
N -0.05 -1.90 -0.77
C -0.02 -0.64 -1.33
O -0.89 -0.24 -2.08
N 1.07 0.14 -1.03
C 1.95 -0.19 -0.02
C 1.91 -1.47 0.54
C 2.82 -1.81 1.53
C 3.76 -0.92 2.02
C 3.75 0.40 1.50
C 2.87 0.74 0.48
H 2.86 1.75 0.11
O 4.62 1.31 2.03
C 4.59 2.64 1.56
H 4.90 2.70 0.51
H 5.32 3.17 2.18
H 3.61 3.10 1.68
O 4.57 -1.42 2.99
C 5.67 -0.69 3.48
H 6.35 -0.39 2.68
H 6.18 -1.38 4.15
H 5.35 0.20 4.04
H 2.79 -2.81 1.94
C 0.89 -2.43 0.12
O 0.81 -3.57 0.51
C 1.20 1.39 -1.77
H 2.26 1.60 -1.93
H 0.70 1.26 -2.73
C 0.54 2.55 -0.99
O 1.18 3.41 -0.44
N -0.81 2.43 -1.01
C -1.72 3.24 -0.36
N -1.40 4.27 0.39
N -2.57 4.77 0.81
C -3.64 4.08 0.35
C -3.13 3.07 -0.43
H -3.66 2.31 -0.97
C -5.03 4.45 0.69
H -5.25 5.47 0.36
H -5.73 3.78 0.20
H -5.19 4.40 1.77
H -2.57 5.58 1.41
H -1.20 1.64 -1.52
H -2.56 -1.35 -0.26
H -6.19 -1.43 -0.20
H -4.68 -1.44 0.75
*
```

Values from the calculation:
orbital gap: 8.596 eV
E_HOMO: -8.014 eV
SMILES: COc1cccc(-n2c(=O)c3cc(OC)c(OC)cc3n(CC(=O)Nc3cc(C)[nH]n3)c2=O)c1
energy relative to the best compared isomer or geometry (same formula, charge and spin): 4.79 kcal/mol
max |F|: 1.01 eV/Å

Atomic partial charges in e from the natural (NBO) method, atoms 1 to 5:
1. C -0.253
2. H 0.175
3. O -0.508
4. C 0.386
5. C -0.347

=====

[6]
Computed, not measured: one molecule with the formula C23H23NO3, with ωB97M-V/def2-TZVPD.

Geometry as ORCA input:
```
! RIJCOSX wB97M-V def2-TZVPD def2/J DEFGRID3
* xyz 0 1
O 2.69 -1.88 -4.26
C 2.60 -1.59 -3.10
O 3.49 -0.79 -2.49
H 4.17 -0.50 -3.12
C 1.52 -2.03 -2.13
C 0.71 -0.83 -1.68
C 0.43 0.22 -2.55
C -0.34 1.29 -2.15
C -0.85 1.34 -0.85
C -0.56 0.31 0.03
C 0.22 -0.76 -0.39
H 0.45 -1.54 0.32
H -0.92 0.32 1.05
O -1.61 2.43 -0.56
C -2.18 2.53 0.73
C -1.17 2.72 1.83
N -1.47 2.20 2.99
C -0.61 2.36 4.02
C -0.95 1.81 5.27
C -0.09 1.94 6.34
C 1.12 2.63 6.19
C 1.48 3.17 4.99
C 0.62 3.05 3.88
C 0.92 3.59 2.60
C 0.03 3.43 1.58
H 0.21 3.82 0.60
H 1.85 4.12 2.46
H 2.41 3.70 4.87
H 1.78 2.72 7.05
H -0.35 1.52 7.30
H -1.89 1.29 5.36
H -2.81 1.67 0.96
H -2.82 3.42 0.68
H -0.56 2.10 -2.82
H 0.83 0.21 -3.56
C 0.67 -3.17 -2.75
C -0.25 -2.72 -3.90
H 0.19 -2.95 -4.87
H -0.42 -1.65 -3.85
C -1.57 -3.44 -3.66
H -2.41 -2.93 -4.14
H -1.53 -4.46 -4.04
C -1.68 -3.46 -2.14
H -1.92 -2.46 -1.78
H -2.43 -4.16 -1.77
C -0.26 -3.84 -1.71
H -0.15 -4.92 -1.76
H -0.05 -3.52 -0.70
H 1.39 -3.91 -3.12
H 2.04 -2.43 -1.26
*
```

Values from the calculation:
orbital gap: 8.689 eV
E_HOMO: -8.519 eV
SMILES: O=C(O)[C@@H](c1ccc(OCc2ccc3ccccc3n2)cc1)C1CCCC1
energy relative to the best compared isomer or geometry (same formula, charge and spin): 12.91 kcal/mol
max |F|: 0.66 eV/Å

Atomic partial charges in e from the natural (NBO) method, atoms 1 to 5:
1. O -0.595
2. C 0.810
3. O -0.687
4. H 0.496
5. C -0.337

=====

[7]
Computed, not measured: one molecule with the formula C23H23NO7, with ωB97M-V/def2-TZVPD.

Geometry as ORCA input:
```
! RIJCOSX wB97M-V def2-TZVPD def2/J DEFGRID3
* xyz 0 1
C 2.93 0.54 1.46
C 3.19 1.94 0.94
H 3.38 2.63 1.77
H 4.04 1.95 0.24
O 2.08 2.45 0.19
C 1.25 3.28 0.82
O 1.38 3.63 1.97
C 0.19 3.81 -0.12
H -0.20 4.75 0.28
H 0.68 4.00 -1.08
C -0.99 2.85 -0.38
N -0.52 1.59 -0.90
C -0.15 0.55 -0.13
O -0.26 0.50 1.08
C 0.40 -0.63 -0.89
C 0.65 -1.76 -0.18
C 1.20 -2.92 -0.80
C 1.47 -2.84 -2.17
C 2.01 -3.94 -2.87
C 2.28 -5.10 -2.15
C 2.01 -5.18 -0.79
C 1.48 -4.11 -0.11
H 1.27 -4.17 0.95
H 2.23 -6.10 -0.27
H 2.69 -5.96 -2.65
O 2.23 -3.76 -4.19
C 2.77 -4.82 -4.94
H 2.85 -4.44 -5.96
H 3.76 -5.11 -4.58
H 2.11 -5.69 -4.93
O 1.22 -1.72 -2.88
C 0.69 -0.60 -2.32
O 0.50 0.35 -3.07
H 0.43 -1.77 0.88
H -0.26 1.54 -1.89
C -1.95 2.64 0.77
C -3.08 1.88 0.52
C -4.02 1.64 1.51
C -3.84 2.17 2.78
C -2.70 2.94 3.03
C -1.77 3.17 2.05
H -0.89 3.74 2.29
H -2.57 3.34 4.02
O -4.70 2.01 3.83
C -5.85 1.23 3.63
H -6.51 1.66 2.87
H -6.37 1.23 4.59
H -5.60 0.20 3.36
H -4.89 1.04 1.27
H -3.24 1.46 -0.46
H -1.58 3.31 -1.20
H 2.86 -0.17 0.64
H 1.99 0.53 2.02
H 3.74 0.24 2.13
*
```

Values from the calculation:
orbital gap: 7.474 eV
E_HOMO: -7.969 eV
SMILES: CCOC(=O)C[C@@H](NC(=O)c1cc2cccc(OC)c2oc1=O)c1ccc(OC)cc1
energy relative to the best compared isomer or geometry (same formula, charge and spin): 2.05 kcal/mol
max |F|: 0.77 eV/Å

Atomic partial charges in e from the natural (NBO) method, atoms 1 to 5:
1. C -0.639
2. C -0.079
3. H 0.207
4. H 0.184
5. O -0.518

=====

[8]
Computed, not measured: C23H23O as an isolated structure in a non-equilibrium geometry, with ωB97M-V/def2-TZVPD.

Geometry as ORCA input:
```
! RIJCOSX wB97M-V def2-TZVPD def2/J DEFGRID3
* xyz 0 2
C -4.33 0.10 1.20
C -2.80 0.09 1.48
C -2.49 1.40 2.21
C -2.48 -1.20 2.23
O -2.23 0.09 0.15
H -4.97 0.11 2.10
H -4.56 0.97 0.57
H -4.57 -0.76 0.58
H -1.42 1.67 2.22
H -2.99 2.21 1.66
H -2.86 1.41 3.24
H -2.85 -1.17 3.27
H -2.99 -2.02 1.72
H -1.42 -1.46 2.25
H -1.15 0.05 0.05
C 0.13 0.00 -0.38
C 0.83 -1.20 0.19
C 1.88 -0.77 1.04
C 2.84 -1.65 1.53
C 2.71 -3.00 1.20
C 1.67 -3.45 0.36
C 0.72 -2.55 -0.16
C 1.93 0.68 1.02
C 2.95 1.51 1.49
C 2.91 2.86 1.13
C 1.90 3.35 0.28
C 0.89 2.51 -0.22
C 0.91 1.17 0.16
C 0.17 -0.02 -1.87
C 1.45 -0.07 -2.46
C 1.60 -0.09 -3.84
C 0.45 -0.06 -4.64
C -0.84 -0.01 -4.08
C -0.98 0.01 -2.68
H 3.65 -1.25 2.13
H 3.47 -3.70 1.56
H 1.62 -4.51 0.13
H -0.06 -2.92 -0.83
H 3.73 1.07 2.11
H 3.71 3.51 1.48
H 1.92 4.41 0.03
H 0.13 2.91 -0.90
H 2.34 -0.10 -1.80
H 2.61 -0.13 -4.26
H 0.57 -0.07 -5.72
H -1.72 0.01 -4.72
H -1.97 0.05 -2.21
*
```

Values from the calculation:
orbital gap (alpha / beta): 8.812 / 6.529 eV
expectation value of S²: 0.76
E_HOMO (alpha / beta): -8.259 / -8.307 eV
max |F|: 3.27 eV/Å

Atomic partial charges in e from the natural (NBO) method, atoms 1 to 5:
1. C -0.612
2. C 0.246
3. C -0.633
4. C -0.634
5. O -0.669